one.
ORCA calculation (the ωB97M-V functional and the def2-TZVPD basis) on C6H11N as an isolated structure.

Properties
Kohn-Sham gap = 9.9164 eV

Geometry as ORCA input:
```
! wB97M-V def2-TZVPD RIJCOSX def2/J DEFGRID3
* xyz 0 1
C 1.581 -0.248 0.248
C 1.074 1.132 -0.133
C -0.525 1.163 -0.045
C -1.047 0.070 -0.923
C 0.592 -1.347 -0.227
C -0.992 0.142 1.078
H 2.615 -0.241 -0.131
H 1.737 -0.591 1.315
H 1.510 1.374 -1.246
H 1.544 1.948 0.433
H -0.870 2.156 -0.037
H -2.096 0.325 -1.138
H -0.618 -0.100 -1.915
H 0.465 -1.387 -1.363
H 0.710 -2.289 0.313
H -2.159 0.118 1.336
H -0.415 0.103 2.000
N -0.931 -0.985 0.064
*
```


two.
ORCA calculation (the ωB97M-V functional and the def2-TZVPD basis) on C6H11N as an isolated structure.

Properties
Kohn-Sham gap = 10.7095 eV

Geometry as ORCA input:
```
! wB97M-V def2-TZVPD RIJCOSX def2/J DEFGRID3
* xyz 0 1
C 1.898 -0.004 -0.065
C 1.076 -1.289 -0.025
C -0.306 -0.629 0.334
C -1.792 -0.736 -0.009
C -1.671 0.765 -0.026
C 0.957 1.239 0.125
H 2.895 0.065 0.511
H 2.259 0.004 -1.128
H 0.942 -1.755 -1.001
H 1.349 -1.908 0.684
H -0.346 -0.323 1.418
H -2.047 -1.295 -0.968
H -2.367 -1.176 0.766
H -2.486 1.129 -0.723
H -1.735 1.273 1.019
H 0.894 1.483 1.290
H 1.302 2.295 -0.158
N -0.233 0.590 -0.530
*
```


Which structure is most stable, and how do the rest compare? From most to least stable: one, two.


one.
ORCA calculation (the ωB97M-V functional and the def2-TZVPD basis) on a 2-piece molecular cluster, C6H11N overall.

Properties
Kohn-Sham gap = 5.1268 eV

Geometry as ORCA input:
```
! wB97M-V def2-TZVPD RIJCOSX def2/J DEFGRID3
* xyz 0 1
C -2.071 0.270 0.483
C 0.299 -1.244 0.759
C 0.978 -0.538 -0.283
C 0.891 -0.900 -1.588
C 2.131 1.730 -0.415
C 1.738 0.634 0.222
N -3.301 -0.381 0.338
H -1.713 0.667 1.433
H -1.917 0.980 -0.337
H -0.255 -2.130 0.473
H 0.611 -1.116 1.778
H 0.221 -1.731 -1.745
H 1.333 -0.251 -2.325
H 2.720 2.513 0.031
H 1.842 1.893 -1.451
H 1.990 0.562 1.274
H -1.627 -0.747 0.178
H -3.870 -0.212 1.177
*
```


two.
ORCA calculation (the ωB97M-V functional and the def2-TZVPD basis) on an isolated molecule of C6H11N.

Properties
Kohn-Sham gap = 12.2661 eV

Geometry as ORCA input:
```
! wB97M-V def2-TZVPD RIJCOSX def2/J DEFGRID3
* xyz 0 1
C 2.032 0.249 1.615
C 0.539 0.080 1.345
C 0.217 -0.530 -0.035
C -0.762 0.305 -0.883
C -1.256 -0.452 -2.121
C -1.912 0.746 -0.074
N -2.807 1.095 0.571
H 2.198 0.702 2.598
H 2.558 -0.711 1.594
H 2.493 0.902 0.865
H 0.093 -0.543 2.129
H 0.052 1.057 1.440
H 1.135 -0.641 -0.628
H -0.199 -1.539 0.077
H -0.245 1.220 -1.203
H -0.405 -0.780 -2.726
H -1.828 -1.337 -1.823
H -1.901 0.177 -2.741
*
```


three.
ORCA calculation (the ωB97M-V functional and the def2-TZVPD basis) on an isolated molecule of C6H11N.

Properties
Kohn-Sham gap = 10.2006 eV

Geometry as ORCA input:
```
! wB97M-V def2-TZVPD RIJCOSX def2/J DEFGRID3
* xyz 0 1
C -0.840 -0.631 -1.099
C 0.533 -0.001 -1.453
C 1.208 -0.029 -0.026
C 0.555 1.156 0.793
C -0.881 0.574 1.020
C -0.780 -0.926 0.345
N 0.627 -1.254 0.550
H -0.932 -1.532 -1.716
H -1.631 0.068 -1.293
H 1.166 -0.613 -2.174
H 0.476 1.000 -1.823
H 2.328 0.037 -0.165
H 1.075 1.254 1.732
H 0.647 2.179 0.318
H -1.720 1.224 0.633
H -1.103 0.450 2.106
H -1.531 -1.620 0.653
H 0.803 -1.335 1.600
*
```


four.
ORCA calculation (the ωB97M-V functional and the def2-TZVPD basis) on an isolated molecule of C6H11N.

Properties
Kohn-Sham gap = 9.2880 eV

Geometry as ORCA input:
```
! wB97M-V def2-TZVPD RIJCOSX def2/J DEFGRID3
* xyz 0 1
C 0.764 2.669 2.515
N 1.096 1.648 1.817
C 0.059 1.097 1.014
C 0.438 -0.015 0.316
C -0.546 -1.220 0.206
C -0.197 -1.816 -1.170
C -0.396 -0.783 -2.298
H -0.157 3.251 2.319
H 1.494 3.262 2.964
H -0.866 1.208 1.560
H 1.452 -0.302 0.033
H -1.574 -0.855 0.241
H -0.395 -2.045 0.982
H -0.732 -2.699 -1.363
H 0.890 -1.965 -1.184
H -0.539 -1.099 -3.413
H -1.335 -0.163 -2.273
H 0.545 -0.173 -2.267
*
```


Which structure is most stable, and how do the rest compare? From most to least stable: two, three, four, one.